Entry w
This record from OMol25 describes a molecular structure, C39H38CdF5N5OPS2Se3. The level of theory is ωB97M-V with the def2-TZVPD basis set.

Element x y z (Å)
Cd: 1.016 0.348 0.527
Se: 1.010 -0.031 3.254
P: 3.168 0.005 3.025
Se: 3.845 -0.336 1.014
C: 3.929 -1.213 4.153
C: 3.186 -1.921 5.088
C: 3.814 -2.826 5.936
C: 5.184 -3.021 5.853
C: 5.930 -2.313 4.918
C: 5.305 -1.415 4.070
C: 3.797 1.587 3.668
C: 3.861 1.786 5.045
C: 4.275 3.007 5.551
C: 4.616 4.037 4.683
C: 4.542 3.843 3.312
C: 4.137 2.618 2.801
H: 2.114 -1.771 5.140
H: 3.228 -3.379 6.658
H: 5.672 -3.729 6.512
H: 6.999 -2.468 4.846
H: 5.880 -0.874 3.327
H: 3.587 0.986 5.723
H: 4.330 3.156 6.622
H: 4.932 4.994 5.079
H: 4.793 4.647 2.633
H: 4.069 2.462 1.732
S: 1.683 2.678 -0.082
C: 0.120 3.433 -0.139
N: 0.036 4.682 -0.433
N: -1.225 5.237 -0.605
C: -2.107 4.861 -1.616
C: -1.869 3.804 -2.500
C: -2.817 3.464 -3.452
C: -4.006 4.169 -3.567
C: -4.231 5.238 -2.711
C: -3.299 5.582 -1.747
N: -1.122 2.743 0.053
N: -1.096 1.545 0.339
C: -2.379 0.930 0.446
C: -2.406 -0.396 0.845
C: -3.618 -1.070 0.929
C: -4.791 -0.422 0.585
C: -4.757 0.905 0.160
C: -3.558 1.590 0.091
H: -1.161 6.232 -0.484
H: -0.951 3.238 -2.438
H: -2.623 2.621 -4.104
H: -4.747 3.883 -4.302
H: -5.153 5.804 -2.778
H: -3.500 6.397 -1.061
H: -1.487 -0.918 1.074
H: -3.632 -2.112 1.220
H: -5.733 -0.957 0.618
H: -5.673 1.399 -0.138
H: -3.516 2.613 -0.257
O: 0.259 -0.113 -1.653
C: 1.004 0.221 -2.564
C: 0.506 0.768 -3.866
C: 0.339 -0.457 -4.795
C: 1.519 -1.445 -4.849
C: 1.736 -2.264 -3.562
C: 2.584 -1.548 -2.496
N: 2.349 -0.092 -2.538
H: 1.239 1.466 -4.278
H: -0.447 1.275 -3.727
H: 0.129 -0.089 -5.801
H: -0.552 -1.004 -4.474
H: 2.445 -0.930 -5.137
H: 1.306 -2.142 -5.661
H: 2.218 -3.215 -3.806
H: 0.754 -2.513 -3.151
H: 3.651 -1.698 -2.665
H: 2.359 -1.911 -1.493
H: 2.836 0.324 -3.318
F: -7.716 -4.085 -0.814
C: -6.529 -3.616 -1.236
C: -6.461 -2.521 -2.080
F: -7.597 -1.915 -2.464
C: -5.234 -2.052 -2.512
F: -5.249 -0.977 -3.311
C: -4.022 -2.635 -2.138
Se: -2.354 -1.918 -2.633
C: -4.139 -3.737 -1.289
F: -3.037 -4.363 -0.840
C: -5.352 -4.225 -0.841
F: -5.401 -5.287 -0.019
C: 1.862 -3.456 1.621
S: 0.485 -2.620 0.824
C: 0.182 -3.764 -0.530
H: 1.572 -4.477 1.871
H: 2.096 -2.915 2.536
H: 2.744 -3.456 0.981
H: 1.096 -3.946 -1.095
H: -0.579 -3.318 -1.176
H: -0.198 -4.706 -0.135

LUMO level = 0.06006 Ha
Charge = -1
Gap between HOMO and LUMO = 5.669 eV
Molar mass = 1132.16 g/mol

Entry x
This record from OMol25 describes a molecular structure, C39H38CdF5N5OPS2Se3. The level of theory is ωB97M-V with the def2-TZVPD basis set.

Element x y z (Å)
Cd: -0.278 -1.420 -0.028
Se: -1.333 -2.271 2.780
P: -0.407 -0.411 3.230
Se: 0.329 0.742 1.546
C: -1.500 0.667 4.235
C: -1.328 2.051 4.234
C: -2.141 2.857 5.022
C: -3.120 2.285 5.826
C: -3.287 0.907 5.835
C: -2.486 0.100 5.035
C: 0.992 -0.698 4.385
C: 0.743 -1.372 5.582
C: 1.781 -1.639 6.460
C: 3.080 -1.247 6.147
C: 3.333 -0.590 4.953
C: 2.289 -0.310 4.074
H: -0.564 2.493 3.605
H: -2.010 3.933 5.005
H: -3.762 2.914 6.431
H: -4.047 0.454 6.462
H: -2.638 -0.973 5.009
H: -0.264 -1.702 5.811
H: 1.581 -2.166 7.385
H: 3.892 -1.463 6.832
H: 4.345 -0.303 4.693
H: 2.481 0.201 3.139
S: -0.393 -1.360 -2.625
C: 0.987 -0.456 -3.177
N: 1.420 -0.556 -4.382
N: 2.530 0.316 -4.604
C: 2.296 1.546 -5.185
C: 1.062 2.186 -5.029
C: 0.852 3.446 -5.572
C: 1.858 4.099 -6.272
C: 3.090 3.469 -6.418
C: 3.311 2.207 -5.890
N: 1.470 0.569 -2.324
N: 2.510 0.388 -1.729
C: 2.923 1.526 -0.961
C: 3.920 1.315 -0.022
C: 4.405 2.380 0.723
C: 3.907 3.659 0.515
C: 2.927 3.873 -0.447
C: 2.428 2.809 -1.180
H: 3.325 -0.186 -4.947
H: 0.279 1.670 -4.491
H: -0.115 3.922 -5.448
H: 1.690 5.079 -6.704
H: 3.887 3.965 -6.960
H: 4.275 1.723 -6.009
H: 4.292 0.308 0.136
H: 5.176 2.209 1.465
H: 4.283 4.491 1.100
H: 2.550 4.872 -0.631
H: 1.675 2.960 -1.943
O: -2.409 -0.023 -0.080
C: -2.751 0.932 -0.774
C: -4.160 1.478 -0.697
C: -4.984 1.258 -1.995
C: -4.159 0.844 -3.216
C: -3.191 1.914 -3.722
C: -2.369 2.559 -2.595
N: -1.912 1.598 -1.602
H: -4.089 2.540 -0.461
H: -4.638 0.986 0.144
H: -5.552 2.165 -2.226
H: -5.713 0.468 -1.810
H: -4.838 0.579 -4.028
H: -3.588 -0.057 -2.974
H: -3.735 2.707 -4.251
H: -2.519 1.445 -4.442
H: -2.961 3.330 -2.097
H: -1.489 3.050 -3.012
H: -0.996 1.191 -1.727
F: -5.160 -6.754 -0.291
C: -3.967 -6.153 -0.248
C: -3.872 -4.784 -0.344
F: -4.986 -4.057 -0.473
C: -2.633 -4.175 -0.321
F: -2.629 -2.846 -0.470
C: -1.440 -4.887 -0.188
Se: 0.277 -4.107 -0.150
C: -1.587 -6.270 -0.090
F: -0.507 -7.047 0.040
C: -2.815 -6.898 -0.122
F: -2.903 -8.229 -0.031
C: 2.926 -3.453 2.357
S: 2.986 -2.026 1.255
C: 3.687 -2.795 -0.225
H: 2.275 -4.217 1.938
H: 2.508 -3.100 3.302
H: 3.934 -3.844 2.523
H: 4.723 -3.086 -0.047
H: 3.642 -2.044 -1.014
H: 3.098 -3.661 -0.514

LUMO level = 0.07943 Ha
Charge = -1
Gap between HOMO and LUMO = 6.767 eV
Molar mass = 1132.16 g/mol

The most stable of them is entry x.

Entry w
This record from OMol25 describes 2 unconnected molecules or ions with the total composition C3H4F3N. The level of theory is ωB97M-V with the def2-TZVPD basis set.

Element x y z (Å)
C: -0.566 0.098 1.269
C: 0.565 -0.554 -0.766
C: -1.148 0.079 2.678
N: -0.096 -0.694 0.534
F: 0.075 2.078 1.249
F: -2.406 0.358 2.559
F: -1.061 -1.197 3.144
H: 1.490 -1.046 -0.754
H: 0.849 0.488 -1.090
H: -0.154 -1.130 -1.275
H: -0.611 0.728 3.439

LUMO level (alpha / beta) = -0.02473 / -0.02474 Ha
Gap between HOMO and LUMO (alpha / beta) = 10.199 / 10.199 eV
Molar mass = 111.07 g/mol

Entry x
This record from OMol25 describes 2 unconnected molecules or ions with the total composition C3H4F3N. The level of theory is ωB97M-V with the def2-TZVPD basis set.

Element x y z (Å)
C: 0.763 0.041 0.884
C: 1.013 -0.350 -0.549
C: -1.524 -0.391 -0.041
N: -0.247 -0.507 0.075
F: -2.292 -0.187 1.022
F: -0.245 2.375 -1.240
F: -2.165 -0.820 -1.099
H: 1.189 -0.560 1.724
H: 0.765 1.050 1.053
H: 1.140 0.561 -1.162
H: 1.603 -1.213 -0.666

LUMO level = -0.04144 Ha
Gap between HOMO and LUMO = 6.838 eV
Molar mass = 111.07 g/mol

The most stable of them is entry w.

Entry w
This record from OMol25 describes C5H7NOS in the gas phase. The level of theory is ωB97M-V with the def2-TZVPD basis set.

Element x y z (Å)
C: -2.501 -0.439 0.124
N: -1.047 -0.082 -0.158
S: -0.088 -1.615 -0.290
C: 1.249 -0.754 0.198
C: 2.530 0.218 0.072
C: 1.089 0.614 -0.313
C: -0.353 1.194 -0.142
O: -0.763 2.281 -0.107
H: -2.441 -1.234 1.066
H: -2.810 -0.974 -0.753
H: -3.197 0.449 0.175
H: 0.813 -0.672 1.244
H: 3.466 -0.027 -0.673
H: 2.924 0.384 1.092
H: 1.131 0.658 -1.534

SMILES string = CN1S[C@H]2C[C@@H]2C1=O
LUMO level = 0.02128 Ha
Gap between HOMO and LUMO = 8.897 eV
Molar mass = 129.18 g/mol

Entry x
This record from OMol25 describes C5H7NOS in the gas phase. The level of theory is ωB97M-V with the def2-TZVPD basis set.

Element x y z (Å)
C: -0.467 2.524 0.055
C: -0.510 1.299 0.075
C: -0.787 -0.101 0.102
S: -2.463 -0.684 0.153
C: 0.210 -0.999 0.874
O: 1.284 -0.416 1.476
C: 0.232 -0.991 -0.670
N: 1.496 -0.548 -1.263
H: -0.562 3.619 0.244
H: -2.712 -0.242 -1.141
H: -0.114 -1.961 1.281
H: 1.076 0.350 2.055
H: -0.220 -1.831 -1.085
H: 2.212 -0.417 -0.396
H: 1.326 0.396 -1.759

SMILES string = C#C[C@]1(S)[C@H](O)[C@@H]1N
LUMO level = 0.02454 Ha
Gap between HOMO and LUMO = 9.682 eV
Molar mass = 129.18 g/mol

Entry y
This record from OMol25 describes C5H7NOS in the gas phase. The level of theory is ωB97M-V with the def2-TZVPD basis set.

Element x y z (Å)
C: -2.206 -0.140 -0.011
N: -0.756 -0.277 -0.003
C: -0.062 -1.468 -0.004
C: 1.278 -1.195 0.000
C: 1.403 0.225 -0.012
O: 2.531 0.997 -0.006
C: 0.138 0.750 -0.005
S: -0.378 2.444 0.000
H: -2.640 -1.149 -0.013
H: -2.516 0.396 0.891
H: -2.525 0.415 -0.882
H: -0.575 -2.406 0.026
H: 2.108 -1.911 0.018
H: 3.304 0.425 -0.011
H: 0.894 2.894 0.012

SMILES string = Cn1ccc(O)c1S
LUMO level = 0.02821 Ha
Gap between HOMO and LUMO = 8.109 eV
Molar mass = 129.18 g/mol

The most stable of them is entry y.

Entry w
This record from OMol25 describes 2 unconnected molecules or ions with the total composition C5H7NOS. The level of theory is ωB97M-V with the def2-TZVPD basis set.

Element x y z (Å)
O: -3.608 -0.299 0.109
S: -2.178 -0.614 0.163
C: -1.348 -0.095 -1.359
N: -0.498 0.827 -1.023
C: -0.497 1.374 0.304
C: -1.369 0.803 1.137
H: 0.175 1.136 -1.710
H: 0.140 2.121 0.370
H: -1.694 0.899 2.187
C: 1.634 -1.562 0.306
C: 2.031 -0.541 -0.407
H: 0.877 -2.236 0.047
H: 1.916 -1.552 1.288
H: 2.730 0.311 0.067
H: 1.687 -0.573 -1.480

SMILES string = O=S1#CNC=C1.C=C
LUMO level = -0.01366 Ha
Gap between HOMO and LUMO = 8.590 eV
Molar mass = 129.18 g/mol

Entry x
This record from OMol25 describes C5H7NOS in the gas phase. The level of theory is ωB97M-V with the def2-TZVPD basis set.

Element x y z (Å)
C: 0.261 0.066 -1.722
C: 0.128 -0.088 -0.197
C: 0.405 -1.367 0.526
S: 0.402 -2.839 -0.193
C: -0.189 0.962 0.705
N: -0.385 1.070 2.058
C: -0.372 2.450 0.076
O: -0.714 2.638 -1.086
H: 0.752 -0.788 -2.167
H: 0.867 0.935 -2.084
H: -0.654 0.032 -2.375
H: 0.587 -1.207 1.747
H: -0.898 2.070 2.442
H: 0.238 0.482 2.588
H: -0.319 3.169 0.898

SMILES string = C/C(C=S)=C(/N)C=O
LUMO level = -0.03491 Ha
Gap between HOMO and LUMO = 7.490 eV
Molar mass = 129.18 g/mol

The most stable of them is entry x.